DFT (ωB97M-V/def2-TZVPD) results for one molecule with the formula C17H19N3O3S in a non-equilibrium geometry.

Each line ends with the natural charge from an NBO analysis.
CARTESIAN COORDINATES (ANGSTROEM)
O  3.3458  0.3672  1.8430  -0.623
C  4.1164  0.7421  0.9436  0.792
O  4.9911  1.5588  1.2689  -0.672
H  5.0565  1.8823  2.1868  0.516
C  4.4797  0.2172  -0.6113  -0.392
C  3.1587  -0.3619  -0.8960  -0.417
C  2.7125  -1.3915  0.1338  0.691
O  3.2626  -2.5973  0.1679  -0.612
N  1.3550  -1.3898  0.4216  -0.434
C  0.6980  -0.0757  0.0467  0.167
N  -0.5208  0.0632  0.6257  -0.241
N  -1.0050  1.2057  0.3291  -0.211
C  -1.6640  1.7555  -0.8210  0.242
C  -2.5449  2.9841  -0.5772  -0.440
H  -2.4903  3.3160  0.2841  0.221
C  -3.8001  2.9160  -1.1198  -0.345
C  -3.7158  2.5906  -2.7498  -0.343
C  -2.4457  1.7244  -2.9644  -0.367
H  -1.8376  2.2997  -3.3235  0.172
C  -2.0770  0.8330  -1.7121  -0.516
H  -2.7994  0.0307  -1.6254  0.249
H  -1.1524  0.1992  -1.8778  0.235
H  -2.7290  0.9777  -3.8067  0.198
H  -4.6553  1.8538  -2.7650  0.170
H  -3.9115  3.0644  -3.4878  0.172
H  -4.4894  3.8147  -1.1846  0.219
H  -4.2957  2.2319  -0.7429  0.176
H  -2.0173  3.6203  -1.1988  0.205
S  1.8070  0.8493  -0.9387  0.285
C  0.6885  -2.0859  1.4279  0.122
C  1.3107  -2.6407  2.5403  -0.142
C  0.8411  -3.4843  3.3378  -0.240
C  -0.5366  -3.8992  3.2154  -0.202
C  -1.0687  -3.4508  1.9970  -0.199
C  -0.5130  -2.6188  1.1407  -0.221
H  -1.2683  -2.4406  0.3481  0.239
H  -2.1713  -3.9781  1.7164  0.193
H  -0.9856  -4.4393  4.1247  0.230
H  1.3050  -3.7391  4.3674  0.211
H  2.3695  -2.2359  2.8992  0.225
H  3.2062  -0.6658  -1.8547  0.246
H  4.7568  1.0107  -0.7563  0.178
H  5.2336  -0.6138  -0.3517  0.263

Values from the calculation:
SMILES ... O=C(O)C[C@@H]1S/C(=N\N=C2CCCCC2)N(c2ccccc2)C1=O
Energy relative to the best compared isomer or geometry (same formula, charge and spin) ... 369.80 kcal per mole
Gap between HOMO and LUMO ... 7.836 eV

***

DFT (ωB97M-V/def2-TZVPD) results for a 3-piece molecular cluster, C26H30F2N3O6 overall in a non-equilibrium geometry.

Each line ends with the natural charge from an NBO analysis.
CARTESIAN COORDINATES (ANGSTROEM)
C  -1.1758  2.2146  5.2866  -0.176
C  -1.0696  0.8975  5.1550  -0.105
C  -1.1232  -0.6010  4.5932  -0.097
C  0.4093  -1.0800  4.3654  -0.264
N  0.8240  -1.0809  2.8928  -0.472
C  2.2860  -1.2966  2.6839  0.803
O  3.0253  -1.8183  3.5961  -0.432
N  3.0241  -0.8767  1.4313  -0.679
C  3.4930  0.5188  1.7567  0.925
O  3.6725  1.4054  0.8548  -0.465
F  3.7300  0.9702  3.1155  -0.321
C  -0.0911  -1.9718  2.1023  -0.133
C  0.4015  -3.4866  1.8838  0.187
C  0.8478  -4.2772  3.2268  -0.701
F  1.4053  -3.6321  0.8124  -0.371
C  -1.6071  -2.0640  2.7338  -0.231
N  -2.0460  -0.8244  3.4357  -0.446
C  -2.1993  0.3607  2.5418  -0.244
C  -2.9586  0.0690  1.1319  -0.242
C  -1.9590  0.2167  -0.1682  -0.643
C  -4.0858  1.2508  0.9105  -0.623
H  -0.9978  3.3298  5.5523  0.299
H  -1.5343  -1.2592  5.4672  0.264
H  1.0921  -0.2693  4.8564  0.275
H  0.6676  -2.0629  4.9047  0.276
H  0.6281  -0.0960  2.5727  0.474
H  3.8622  -1.4999  1.3230  0.462
H  -0.1865  -1.4982  1.0419  0.275
H  -0.5264  -4.0703  1.4804  0.221
H  0.1997  -4.0575  4.1483  0.227
H  0.6870  -5.4096  2.9895  0.261
H  1.9898  -4.1911  3.4514  0.257
H  -1.5245  -2.8887  3.5596  0.219
H  -2.3420  -2.4815  1.9581  0.272
H  -1.2328  0.9421  2.3039  0.156
H  -2.8899  1.1149  3.1052  0.248
H  -3.5597  -0.9161  1.1175  0.221
H  -1.0498  0.8792  0.1476  0.205
H  -1.6495  -0.7966  -0.6134  0.214
H  -2.4902  0.8204  -1.0064  0.244
H  -4.6036  1.5655  1.8858  0.221
H  -3.6858  2.1200  0.2722  0.223
H  -4.9136  0.7404  0.2621  0.227
C  3.3970  0.7956  -1.9098  -0.251
C  4.4617  0.0666  -2.2487  -0.219
C  4.6476  -0.4232  -3.6311  0.463
O  5.6184  -1.0903  -3.9400  -0.475
C  3.6093  -0.0726  -4.6229  -0.208
C  2.5439  0.6567  -4.2841  -0.266
C  2.3593  1.1455  -2.9022  0.506
O  1.3860  1.8144  -2.5907  -0.540
H  3.2445  1.1623  -0.8999  0.245
H  5.2319  -0.1983  -1.5341  0.220
H  3.7614  -0.4387  -5.6307  0.239
H  1.7719  0.9221  -4.9998  0.271
C  -2.0041  2.9966  -4.1377  -0.218
C  -0.9388  2.2679  -4.4767  -0.261
C  -0.7541  1.7788  -5.8592  0.502
O  0.2187  1.1106  -6.1700  -0.522
C  -1.7924  2.1287  -6.8507  -0.238
C  -2.8575  2.8573  -6.5113  -0.215
C  -3.0428  3.3467  -5.1290  0.466
O  -4.0137  4.0133  -4.8188  -0.479
H  -2.1560  3.3626  -3.1298  0.225
H  -0.1669  2.0029  -3.7612  0.265
H  -1.6406  1.7628  -7.8586  0.237
H  -3.6277  3.1218  -7.2253  0.239

Values from the calculation:
Net charge ... +1
Gap between HOMO and LUMO ... 6.749 eV

***

DFT (ωB97M-V/def2-TZVPD) results for C15H14B3CsF6N6O11 as an isolated structure in a non-equilibrium geometry.

Each line ends with the Mulliken charge.
CARTESIAN COORDINATES (ANGSTROEM)
Cs  -0.9275  -1.6585  -0.7747  1.423
C  1.0514  -1.2393  2.1589  -0.715
C  1.6105  -0.3000  1.1368  -0.257
N  1.3962  0.9482  1.0353  0.055
O  0.4765  1.4399  1.9728  -0.439
B  0.6905  2.7749  2.2987  0.739
F  1.9192  3.3251  2.1807  -0.271
F  -0.1239  3.2975  3.2374  -0.243
O  -0.0043  3.9385  0.3861  -0.688
N  -0.1970  3.0193  -0.7003  0.217
C  0.7681  2.5412  -1.3704  0.692
C  2.1719  3.0003  -1.1452  -1.316
C  0.4173  1.5236  -2.3594  0.358
N  1.4374  0.8318  -2.7078  -0.262
O  1.1736  -0.2224  -3.4535  -0.330
B  2.2810  -1.2704  -3.3896  0.500
F  3.3116  -0.9459  -4.2749  -0.353
F  1.6399  -2.4527  -3.7462  -0.358
O  2.8984  -1.3719  -2.0312  -0.476
N  2.0580  -0.9713  -1.0570  0.408
C  2.5663  -0.8254  0.0967  0.460
C  3.9898  -1.0926  0.4948  -1.538
C  -1.0038  1.2537  -2.7747  -1.232
H  0.3768  -0.7192  2.8322  0.296
H  1.8698  -1.6872  2.7295  0.316
H  0.5180  -2.0594  1.6698  0.114
H  2.2821  3.4753  -0.1778  0.337
H  2.4106  3.7172  -1.9379  0.389
H  2.8423  2.1527  -1.2415  0.240
H  4.6032  -1.1720  -0.3998  0.393
H  4.0684  -2.0336  1.0493  0.310
H  4.3601  -0.2864  1.1325  0.360
H  -1.6554  2.0969  -2.5478  0.357
H  -1.4043  0.3623  -2.2885  0.163
H  -1.0133  1.0569  -3.8454  0.333
O  -3.1966  -1.6491  -1.4967  -0.835
C  -3.8680  -2.5515  -0.8961  0.092
O  -4.9658  -2.4661  -0.3345  -0.717
C  -3.1811  -3.9324  -0.9145  1.212
C  -3.5919  -4.8807  -1.8012  -0.327
C  -2.9220  -6.1195  -1.8975  -0.436
C  -1.8064  -6.3766  -1.1375  -0.288
C  -1.3534  -5.4152  -0.2567  -0.184
C  -2.0468  -4.1635  -0.0359  -0.260
O  -1.6959  -3.3304  0.8308  -0.995
N  -0.1385  -5.7266  0.4984  0.966
O  0.1526  -6.9094  0.6728  -0.663
O  0.5448  -4.8088  0.9120  -0.540
N  -3.3823  -7.1239  -2.8331  1.032
O  -4.3705  -6.8740  -3.5114  -0.672
O  -2.7762  -8.1875  -2.9137  -0.675
H  -4.4429  -4.6946  -2.4424  0.514
H  -1.2737  -7.3074  -1.2380  0.567
F  -2.2400  2.9372  0.7458  -0.308
B  -1.4331  3.6656  -0.0510  0.842
F  -2.0401  4.6677  -0.7504  -0.306

Values from the calculation:
Energy relative to the best compared isomer or geometry (same formula, charge and spin) ... 96.45 kcal per mole
Net charge ... -2
Gap between HOMO and LUMO ... 6.793 eV